## one
Molecular formula: C16H17N
Method: DFT, ωB97M-V/def2-TZVPD

Its HOMO energy is -7.72 eV. Its SMILES is Cc1c[nH]c2ccccc12.Cc1ccccc1. The LUMO energy comes out at 0.92 eV.

Geometry as ORCA input:
```
! RIJCOSX wB97M-V def2-TZVPD def2/J DEFGRID3
* xyz 0 1
C -0.24 -0.64 3.37
C -0.77 -0.47 1.99
C -1.06 -1.46 1.09
N -1.59 -0.95 -0.07
C -1.66 0.42 0.07
C -1.93 1.40 -0.89
C -1.83 2.74 -0.57
C -1.19 3.07 0.64
C -0.86 2.12 1.57
C -1.08 0.77 1.34
H 0.38 0.22 3.67
H 0.51 -1.41 3.53
H -1.08 -0.65 4.07
H -0.67 -2.45 1.24
H -1.86 -1.56 -0.81
H -2.42 1.05 -1.80
H -2.22 3.50 -1.22
H -1.11 4.13 0.87
H -0.44 2.47 2.51
C 2.32 0.64 0.05
C 1.75 -0.40 -0.91
C 1.76 -1.75 -0.68
C 1.27 -2.66 -1.60
C 0.59 -2.15 -2.72
C 0.45 -0.77 -2.90
C 1.09 0.11 -2.02
H 1.68 1.51 0.11
H 3.24 0.97 -0.43
H 2.49 0.19 1.03
H 2.21 -2.19 0.21
H 1.28 -3.74 -1.50
H 0.13 -2.82 -3.43
H -0.14 -0.42 -3.73
H 0.99 1.18 -2.12
*
```


## two
Molecular formula: C16H17N
Method: DFT, ωB97M-V/def2-TZVPD

Its HOMO energy is -7.72 eV. Its SMILES is Cc1c[nH]c2ccccc12.Cc1ccccc1. The LUMO energy comes out at 0.90 eV.

Geometry as ORCA input:
```
! RIJCOSX wB97M-V def2-TZVPD def2/J DEFGRID3
* xyz 0 1
C -3.81 0.97 -3.72
C -3.37 -0.16 -2.76
C -4.21 -1.25 -2.42
N -3.44 -2.13 -1.59
C -2.16 -1.81 -1.54
C -1.07 -2.32 -0.87
C 0.16 -1.62 -0.84
C 0.29 -0.43 -1.56
C -0.71 -0.04 -2.45
C -2.04 -0.59 -2.38
H -4.83 1.35 -3.34
H -4.04 0.61 -4.74
H -3.22 1.82 -3.72
H -5.23 -1.40 -2.54
H -3.78 -3.09 -1.16
H -1.11 -3.12 -0.32
H 1.07 -2.08 -0.37
H 1.18 0.29 -1.44
H -0.49 0.68 -3.16
C 4.48 0.45 3.96
C 3.22 0.70 3.20
C 3.30 0.37 1.86
C 2.20 0.69 1.01
C 1.10 1.30 1.63
C 1.06 1.85 2.88
C 2.09 1.44 3.70
H 4.74 -0.50 3.60
H 4.38 0.57 5.09
H 5.15 1.27 3.63
H 4.27 0.12 1.44
H 2.21 0.51 -0.02
H 0.23 1.37 0.96
H 0.19 2.52 3.21
H 2.19 1.64 4.79
*
```


We find one to be the most stable, with the next structure 2.410 eV higher.


## one
Molecular formula: C2H4BrI
Method: DFT, ωB97M-V/def2-TZVPD

Its HOMO energy is -9.67 eV. Its SMILES is C=CBr.I. The LUMO energy comes out at 0.66 eV.

Geometry as ORCA input:
```
! RIJCOSX wB97M-V def2-TZVPD def2/J DEFGRID3
* xyz 0 1
C -1.55 -0.46 0.56
C -1.14 0.74 0.11
Br 0.63 1.18 -0.44
H -1.12 -1.45 0.53
H -2.59 -0.49 0.83
H -1.94 1.42 -0.21
I 4.26 -0.87 -0.19
H 3.46 -0.06 -1.18
*
```


## two
Molecular formula: C2H4BrI
Method: DFT, ωB97M-V/def2-TZVPD

Its HOMO energy is -9.50 eV. Its SMILES is BrCCI. The LUMO energy comes out at 0.29 eV.

Geometry as ORCA input:
```
! RIJCOSX wB97M-V def2-TZVPD def2/J DEFGRID3
* xyz 0 1
Br 0.10 -1.29 -1.96
C -0.12 -0.99 -0.10
C -0.05 0.81 0.02
I -0.48 1.40 2.10
H -1.05 -1.40 0.31
H 0.63 -1.34 0.52
H -0.80 1.09 -0.66
H 1.03 0.89 -0.10
*
```


We find two to be the most stable, with the next structure 0.343 eV higher.


## one
Molecular formula: C4H12NO2
Method: DFT, ωB97M-V/def2-TZVPD

Its HOMO energy is -13.25 eV. The LUMO energy comes out at -2.86 eV.

Geometry as ORCA input:
```
! RIJCOSX wB97M-V def2-TZVPD def2/J DEFGRID3
* xyz 1 1
C 0.35 -1.66 -0.93
C -1.38 -0.25 1.67
C 0.91 0.70 1.74
C 0.20 -0.48 -0.30
N 0.03 -0.40 1.17
O 0.23 0.69 -0.80
O 0.07 0.99 -3.53
H 0.23 -2.64 -0.50
H 0.52 -1.63 -1.99
H 0.94 1.03 -3.74
H -1.70 -1.04 2.30
H -1.47 0.65 2.29
H -2.17 -0.25 0.87
H 1.98 0.71 1.49
H 0.50 1.70 1.39
H 0.60 0.74 2.85
H 0.41 -1.21 1.67
H 0.19 0.68 -1.88
H -0.47 1.66 -3.76
*
```


## two
Molecular formula: C4H12NO2
Method: DFT, ωB97M-V/def2-TZVPD

Its HOMO energy is -14.61 eV. The LUMO energy comes out at -3.25 eV.

Geometry as ORCA input:
```
! RIJCOSX wB97M-V def2-TZVPD def2/J DEFGRID3
* xyz 1 1
O 0.70 2.12 0.12
C 0.51 1.10 0.71
C -0.02 -0.14 0.01
C 1.02 -1.26 -0.08
C 1.38 -1.78 1.30
N -0.43 0.31 -1.35
H 0.74 0.99 1.78
H -0.91 -0.49 0.54
H 1.90 -0.86 -0.57
H 0.64 -2.07 -0.71
H 1.97 -1.04 1.85
H 0.53 -2.02 1.92
H 2.04 -2.65 1.28
H 0.29 0.95 -1.72
H -1.33 0.84 -1.31
H -0.52 -0.49 -1.99
H -2.52 2.81 -0.27
H -3.43 1.79 -0.96
O -2.56 1.89 -0.56
*
```


## three
Molecular formula: C4H12NO2
Method: DFT, ωB97M-V/def2-TZVPD

Its HOMO energy is -11.39 eV. The LUMO energy comes out at -8.92 eV.

Geometry as ORCA input:
```
! RIJCOSX wB97M-V def2-TZVPD def2/J DEFGRID3
* xyz 1 1
O -0.30 0.15 0.32
C 0.02 1.11 0.95
C 0.44 2.37 0.27
C 0.37 2.53 -1.14
C 1.47 1.63 -1.85
N -0.14 -4.52 1.36
H 0.18 1.04 2.03
H 0.80 3.18 0.90
H -0.58 2.06 -1.46
H 0.30 3.59 -1.33
H 1.93 0.95 -1.14
H 2.26 2.22 -2.30
H 0.96 1.01 -2.58
H -0.82 -3.92 0.93
H 0.81 -4.27 1.15
H -0.30 -4.60 2.35
H -1.87 -0.98 0.54
H -3.20 -1.72 0.31
O -2.33 -1.81 0.70
*
```


We find two to be the most stable, with the next structure 1.841 eV higher.


## one
Molecular formula: C4H12NO2
Method: DFT, ωB97M-V/def2-TZVPD

Its HOMO energy is -14.46 eV. The LUMO energy comes out at -3.66 eV.

Geometry as ORCA input:
```
! RIJCOSX wB97M-V def2-TZVPD def2/J DEFGRID3
* xyz 1 1
O -2.70 0.54 -0.22
C -2.02 0.78 0.73
C -0.62 0.06 0.80
N 0.08 0.75 -0.44
C 0.76 2.03 -0.11
C -0.67 -1.39 0.41
H -2.34 1.35 1.61
H -0.13 0.32 1.73
H 0.80 0.08 -0.71
H -0.50 1.00 -1.25
H 1.16 2.44 -1.05
H 1.55 2.03 0.63
H 0.04 2.80 0.23
H -1.65 -1.88 0.43
H -0.08 -1.98 1.13
H -0.27 -1.56 -0.57
H 1.80 -2.87 -1.63
H 2.87 -2.22 -0.84
O 1.92 -2.27 -0.87
*
```


## two
Molecular formula: C4H12NO2
Method: DFT, ωB97M-V/def2-TZVPD

Its HOMO energy is -14.15 eV. The LUMO energy comes out at -4.71 eV.

Geometry as ORCA input:
```
! RIJCOSX wB97M-V def2-TZVPD def2/J DEFGRID3
* xyz 1 1
C 1.44 0.85 1.86
C 0.35 0.13 1.18
C -0.12 -1.02 1.59
C 0.56 1.23 -0.89
N -0.27 0.84 0.05
H 2.38 1.01 1.35
H 1.05 1.90 2.04
H 1.66 0.43 2.84
H -1.07 -1.46 1.23
H 0.23 -1.72 2.33
H 0.26 1.64 -1.87
H 1.61 1.02 -0.85
H -1.28 0.89 -0.03
H -3.49 0.60 -1.82
H -2.93 -0.82 -1.93
O -2.66 0.10 -1.88
H 0.94 -2.27 -1.18
H 0.68 -1.95 -2.47
O 0.67 -1.42 -1.55
*
```


## three
Molecular formula: C4H12NO2
Method: DFT, ωB97M-V/def2-TZVPD

Its HOMO energy is -13.95 eV. The LUMO energy comes out at -4.34 eV.

Geometry as ORCA input:
```
! RIJCOSX wB97M-V def2-TZVPD def2/J DEFGRID3
* xyz 1 1
C -1.02 0.60 -1.40
C 0.38 0.25 -1.03
C 1.53 0.33 -1.70
C -0.37 -0.38 1.19
N 0.56 -0.24 0.33
H -1.59 -0.33 -1.36
H -1.09 1.00 -2.41
H -1.44 1.28 -0.66
H 2.43 0.16 -1.13
H 1.67 0.64 -2.73
H -0.18 -0.90 2.11
H -1.37 0.00 0.96
H 1.55 -0.43 0.64
H -3.91 1.26 1.10
H -3.84 -0.22 1.15
O -3.28 0.55 1.20
H 3.74 -1.35 0.59
H 3.20 -1.27 2.03
O 3.03 -0.98 1.12
*
```


We find three to be the most stable, with the next structure 0.476 eV higher.